The following is a DFT calculation (ωB97M-V/def2-TZVPD) of C20H34MnO14 as an isolated structure.

```
69
Properties=species:S:1:pos:R:3
Mn -0.2087 -1.4709 0.7132
O 1.4168 -1.1983 -0.8336
O 0.2493 2.8091 1.6077
O 3.5047 -0.7084 -1.4694
O 0.7330 -1.6201 2.4892
O -1.3070 0.0878 -3.2404
O -4.2430 -0.2191 2.3614
O -0.7746 -3.3276 0.1321
O -3.0537 0.5651 -1.9518
O -2.8057 -1.2714 3.6880
O 1.8000 2.2345 0.1238
O 0.0644 0.8636 0.5041
O -2.1916 -0.7216 1.6046
O -1.4419 -0.7834 -1.1726
O 1.8363 -0.4628 -2.9143
C 2.8141 0.9940 -4.5326
C 3.1108 -1.9183 2.1489
C 0.6392 1.8767 0.7178
C -3.4339 -0.1636 5.7623
C -3.8962 -0.9614 4.5600
C 2.2508 3.4929 0.6448
C 1.1474 -4.5579 -0.7287
C -0.3686 -4.4071 -0.5983
C -2.3593 0.5798 -5.3617
C 3.0101 -0.2245 -3.6953
C -4.8526 -0.1651 3.6416
C -1.8791 -0.1075 -2.0373
C 4.1131 -0.1460 -2.6358
C 2.1757 -0.8422 -1.6715
C -2.0159 1.0867 -3.9816
C 1.0540 3.9958 1.4782
C -3.2329 1.3876 -3.0898
C 1.9705 -1.2653 2.9333
C -3.0027 -0.7285 2.4738
C 1.4329 4.4754 2.8465
H 2.4747 4.1375 -0.2014
H -4.1697 1.1006 -3.5751
H 2.6063 1.8681 -3.9150
H -0.7709 -5.3536 -0.1731
H 2.0647 5.3649 2.7847
H 4.4251 0.8768 -2.4101
H 3.1983 -1.0966 -4.3265
H 1.9651 3.6863 3.3769
H 4.0968 -1.6857 2.5699
H 0.4875 4.7460 0.9241
H -2.6912 -0.7283 6.3214
H 4.9916 -0.7315 -2.8961
H 1.5512 -3.6147 -1.0901
H -1.4640 0.3783 -5.9502
H -1.3786 1.9726 -4.0530
H -2.9788 0.7737 5.4377
H -4.8886 0.8784 3.9558
H 1.4117 -5.4233 -1.3419
H -4.3232 -1.9113 4.8827
H 2.1655 -0.1617 2.9038
H 3.1009 -1.5778 1.1116
H 1.9767 0.8267 -5.2121
H 1.5871 -4.7264 0.2605
H -4.3078 0.0617 6.3750
H -3.3163 2.4363 -2.8094
H -2.9911 1.3160 -5.8579
H 3.6897 1.2010 -5.1487
H -5.8522 -0.5896 3.6242
H 0.5636 4.7682 3.4350
H 2.0873 -1.5400 4.0000
H 3.1383 3.3411 1.2577
H 2.9788 -3.0031 2.1373
H -2.8661 -0.3856 -5.2939
H -0.8180 -4.3830 -1.6203
```

* gap between HOMO and LUMO (spin up / spin down): 6.024 / 6.275 eV
* LUMO level (spin up / spin down): 0.15 / 0.15 eV
* <S²>: 8.754
* HOMO level (spin up / spin down): -5.9 / -6.1 eV
* spin multiplicity: 6

The following is a DFT calculation (ωB97M-V/def2-TZVPD) of C18H22Cu2F3N2O3 as an isolated structure.

```
50
Properties=species:S:1:pos:R:3
Cu -3.3948 -1.0455 -1.9839
Cu -0.4011 -2.4503 -2.3040
F -2.9774 2.3314 0.5212
F -3.3560 2.0461 2.5952
F -4.9701 2.0855 1.1960
O -1.2179 -0.6120 -1.3080
O -4.1412 -0.6197 0.3770
O -2.5823 -0.4452 2.0217
N 1.8097 -0.0242 1.8389
N 1.8125 -4.7959 -0.6817
C 0.1085 4.0415 -2.6511
C 2.2268 0.5679 3.0346
C 0.7742 -2.9575 -0.0941
C 0.5990 0.5453 1.3990
C 1.4778 3.6077 -4.5290
C 1.8681 -2.5789 -0.7571
C 0.3590 1.6303 2.2137
C -3.5087 0.0529 1.1736
C -1.0406 -2.1786 3.0117
C 0.7734 -4.2887 0.0297
C 2.0088 2.5174 -3.8875
C 1.6923 2.1511 -2.5863
C 2.6323 -3.7298 -1.0654
C 0.6403 2.9103 -1.9528
C -3.7101 1.6617 1.3842
C 1.2937 1.6362 3.2026
C 0.4839 4.3847 -3.9173
C -2.2236 -1.8023 2.0333
H 2.9343 2.1174 -4.2748
H 0.0348 -2.2723 0.2936
H 2.2608 -0.7619 1.3170
H -1.3661 -2.0263 4.0408
H 1.8466 -5.8052 -0.6644
H 0.1316 0.2943 0.4583
H 3.5158 -3.8484 -1.6751
H 3.1134 0.2174 3.5420
H 0.0785 -4.8802 0.6074
H -0.0848 -1.6691 2.8891
H 0.2821 2.7348 -0.9492
H 2.1481 1.2819 -2.1357
H -0.5470 4.7766 -2.2080
H 0.1243 5.3051 -4.3533
H 2.1344 -1.5498 -0.9482
H -0.7536 -3.2301 3.0011
H -0.4394 2.3529 2.1320
H -1.8736 -2.0448 1.0299
H 2.0515 4.0417 -5.3345
H 1.4556 2.4099 3.9385
H -0.9844 0.3350 -1.2515
H -3.0994 -2.4205 2.2305
```

* gap between HOMO and LUMO (spin up / spin down): 4.810 / 7.444 eV
* LUMO level (spin up / spin down): -0.46 / -0.56 eV
* <S²>: 0.756
* HOMO level (spin up / spin down): -5.3 / -8.0 eV
* spin multiplicity: 2

The following is a DFT calculation (ωB97M-V/def2-TZVPD) of a 7-piece molecular cluster, C38H41BrF2N8O8S overall.

```
99
Properties=species:S:1:pos:R:3
Br 2.1685 -3.1186 -0.8340
S 2.0178 -0.2792 0.9560
F 0.9516 -0.4308 -2.8742
F -1.6733 -3.2895 -0.8286
O 1.2983 -5.7281 0.8963
O 0.8343 -0.2288 -0.1061
O -2.0591 -2.3886 -2.8230
O 0.2248 -4.8609 0.4900
O 3.2534 -0.2516 0.2658
O 1.7922 0.6332 2.0194
O -1.0578 0.3675 -2.5015
O 1.6532 -1.7310 1.4980
N -2.9863 1.1905 -0.5229
N -5.9298 1.8185 -2.5830
N -5.1207 2.9635 0.8390
N -0.1432 1.9153 7.3459
N 0.1240 3.9853 -3.8707
N -0.3590 -1.6142 -1.4761
N 6.5837 -1.4982 2.5230
N 3.6895 -4.4782 -3.0135
C -7.0647 1.4119 -3.1465
C 2.7758 -5.1445 -3.7161
C 1.5489 -0.0492 6.3201
C -0.0437 -1.3724 -0.0456
C 2.2341 2.9439 -3.4171
C -1.4293 -2.4191 -1.8277
C -4.8241 1.7723 -3.3247
C 0.7918 -0.2871 7.4564
C 5.2953 -6.1414 -3.6289
C -6.5445 4.7235 1.6162
C -6.0515 5.5777 0.6419
C -4.8044 1.3274 -4.6393
C -5.0876 5.1034 -0.2319
C 0.3301 -3.6999 1.2769
C -0.2397 -0.4519 -2.3175
C 7.3867 -1.6995 3.5649
C 2.9092 4.0279 -3.9539
C -5.9933 0.9076 -5.2132
C 0.9218 -2.4911 0.5190
C 0.7863 5.0194 -4.3834
C -4.6589 3.7909 -0.0974
C 7.0831 -1.3030 4.8585
C 5.0353 -0.4319 4.0070
C 0.8465 2.9696 -3.3998
C 5.8786 -0.6561 5.0829
C -0.0356 0.7224 7.9256
C -1.4094 0.4089 1.3255
C -1.8202 1.4677 0.2937
C 4.9240 -4.9750 -2.9769
C 4.3350 -6.8267 -4.3555
C 0.5941 2.1337 6.2596
C -6.0456 3.4317 1.6742
C 2.1702 5.0901 -4.4493
C -1.2673 -1.0339 0.8327
C 1.4520 1.1918 5.7103
C 3.0462 -6.3184 -4.4021
C -7.1506 0.9496 -4.4514
C 5.4302 -0.8715 2.7498
H -8.1015 0.6310 -4.8566
H -3.8753 1.3105 -5.1927
H 5.6461 -4.4105 -2.3975
H -6.4040 2.7369 2.4261
H 1.7796 -4.7138 -3.7276
H -6.4141 6.5950 0.5664
H -0.6774 -3.4797 1.6192
H 0.8358 -1.2381 7.9701
H -2.1980 0.3711 2.0855
H 4.0866 0.0734 4.1347
H 2.6526 5.9578 -4.8783
H 2.2646 -6.8184 -4.9572
H 4.7835 -0.7299 1.8919
H 8.3213 -2.2076 3.3520
H 4.5863 -7.7409 -4.8775
H -1.2185 -1.6562 1.7244
H -7.9495 1.4606 -2.5204
H 2.0172 1.4277 4.8182
H 6.3134 -6.4998 -3.5661
H -0.9735 1.7407 -0.3453
H -7.2982 5.0492 2.3201
H -2.0531 2.3677 0.8718
H -4.6745 5.7321 -1.0087
H 1.6521 -5.9787 0.0312
H -0.6443 0.5679 8.8099
H -0.5080 0.7395 1.8404
H 0.1763 5.8337 -4.7598
H 0.4948 3.1147 5.8080
H 2.7680 2.0918 -3.0174
H -3.8360 1.2348 0.0325
H -2.1867 -1.3182 0.3191
H 0.9882 -3.8991 2.1215
H -2.9349 0.3170 -1.0290
H 5.6034 -0.3306 6.0785
H 2.2043 -0.8145 5.9225
H 3.9911 4.0450 -3.9852
H 7.7749 -1.4984 5.6665
H 0.2838 2.1401 -2.9935
H -3.9137 3.3723 -0.7623
H -6.0183 0.5525 -6.2356
H -3.9114 2.0964 -2.8360
```

* gap between HOMO and LUMO: 9.287 eV
* LUMO level: 0.39 eV
* SMILES string: NCCC[C@@]1(N(C(=O)F)C(=O)F)OS(=O)(=O)O[C@@]1(Br)COO.c1ccncc1.c1ccncc1.c1ccncc1.c1ccncc1.c1ccncc1.c1ccncc1
* HOMO level: -8.9 eV

The following is a DFT calculation (ωB97M-V/def2-TZVPD) of an isolated ion of composition C2H3Cl2N2O and charge +1.

```
10
Properties=species:S:1:pos:R:3
Cl -0.5703 -2.2806 -0.0719
Cl 1.8122 -1.1450 -1.2585
O -0.2438 2.6141 1.8246
N -0.2115 0.2228 -0.3845
N -0.0705 1.5102 1.5304
C 0.0529 -0.9837 -1.0862
C -0.0861 0.3800 0.9780
H -0.1988 1.1012 -0.8995
H -0.5200 -0.7055 -2.0662
H 0.0359 -0.7135 1.4338
```

* gap between HOMO and LUMO (spin up / spin down): 7.286 / 7.407 eV
* LUMO level (spin up / spin down): -7.79 / -7.65 eV
* SMILES string: O=N/C=[NH+]/C(Cl)Cl
* charge: +1
* HOMO level (spin up / spin down): -15.1 / -15.1 eV

The following is a DFT calculation (ωB97M-V/def2-TZVPD) of C16H60N8O14 as an isolated structure.

```
98
Properties=species:S:1:pos:R:3
O 17.8810 -5.2360 8.5630
O 16.9870 1.3640 8.3270
O 15.3450 -6.2890 13.1040
O 13.7460 1.8370 5.5040
O 14.6220 -4.5460 9.0580
O 16.7680 -2.7350 9.5270
O 21.3740 -3.4890 7.6900
O 21.2220 -0.3100 7.1850
O 18.0900 1.3670 11.7010
O 20.2550 -3.0520 10.3470
O 15.7800 -2.6360 14.2980
O 13.9640 -0.0510 11.8630
O 16.9460 -2.5990 5.9850
O 13.8780 -2.9070 5.1540
N 13.7050 -5.3780 11.0550
N 14.7450 0.4690 6.9970
N 14.3730 -2.2250 11.0880
N 12.4140 -2.2340 6.9100
N 14.9070 -0.5050 9.8660
N 13.3140 1.4240 7.7990
N 12.3630 -4.6330 9.5880
N 14.4060 -2.4050 7.4080
C 18.2790 0.4690 12.7720
C 13.5760 -5.0270 9.8410
C 17.9020 1.1560 7.2440
C 19.1040 -5.8790 8.5580
C 13.5750 -2.6650 6.4370
C 14.1260 1.5530 6.7980
C 16.9810 0.1600 13.5110
C 19.4970 -3.3040 11.5060
C 14.5230 -0.9290 11.0420
C 17.1750 -6.1310 11.5580
C 16.6830 -3.9860 5.8080
C 20.4780 -3.3270 6.6060
C 17.6380 -1.7200 9.0860
C 16.1160 -7.0320 12.1960
C 21.0530 -0.4770 8.5700
C 16.7230 -3.0580 13.3340
H 17.2090 -0.3960 14.4630
H 16.0810 -4.2470 4.9240
H 17.8340 -6.7110 10.9490
H 15.0540 0.4660 10.1160
H 13.1160 -6.2070 11.2770
H 15.4170 -2.3860 6.9720
H 15.2140 0.2980 6.0530
H 19.1250 0.9290 13.3430
H 18.7440 -0.4930 12.4540
H 18.1270 2.0970 6.7160
H 16.9250 2.2980 8.5270
H 13.6960 1.9590 8.6690
H 18.5130 -2.1400 8.5490
H 21.9680 0.2430 7.1120
H 20.3730 -1.3230 8.7600
H 19.8520 -2.5970 12.3010
H 20.6070 -2.3880 6.1220
H 20.6250 0.3910 9.0870
H 12.2060 -2.3810 7.9130
H 21.0650 -2.9210 8.4230
H 17.2590 -5.7150 8.0860
H 22.0130 -0.7850 9.0880
H 18.0240 -1.0880 9.8690
H 19.6630 -5.6960 7.6540
H 19.0070 -6.9150 8.7250
H 15.1540 -2.7730 10.7260
H 17.1750 -1.1190 8.3460
H 21.2200 -3.2220 10.4920
H 17.1460 -3.5310 9.2150
H 15.4890 -7.4680 11.4780
H 17.8770 -5.6640 12.2170
H 17.2690 -2.2560 5.1690
H 19.0240 1.6220 11.4080
H 17.6230 -4.5370 5.8080
H 12.3100 -4.7940 8.5520
H 14.9570 -3.2070 14.2240
H 18.8330 0.6410 7.5600
H 16.3490 -0.4330 12.7970
H 19.5470 -5.4930 9.4230
H 11.6040 -2.0860 6.2490
H 15.7440 -1.0100 9.5950
H 15.5420 0.6280 7.6780
H 19.5820 -4.3620 11.9070
H 16.6760 -7.8340 12.7670
H 15.4200 -6.7320 13.9820
H 16.4330 -3.1140 12.2910
H 19.4620 -3.2690 6.9760
H 13.8320 -2.6660 11.8970
H 11.5680 -4.9580 10.1330
H 18.4530 -3.1680 11.3400
H 20.5990 -4.0180 5.8930
H 16.5320 1.0760 13.8440
H 17.6490 -2.4360 13.4170
H 14.6270 -5.4710 11.5360
H 16.0830 -4.2330 6.6260
H 12.4880 2.0080 7.6480
H 17.0120 -4.0680 13.6080
H 17.3510 0.4840 6.5860
H 14.4810 -3.0900 8.1810
H 16.6740 -5.3490 10.9660
```

* gap between HOMO and LUMO: 7.803 eV
* LUMO level: -0.15 eV
* HOMO level: -8.0 eV